Here is a structure of composition C37H32BrN9O4SSr from OMol25. Energies are from ωB97M-V/def2-TZVPD.

Values from the calculation:
LUMO energy in eV: -0.61
HOMO energy in eV: -7.8
E_tot in eV: -142203.9415
Maximum force in eV/Å: 0.6
Molecular weight in g/mol: 866.31

Each line ends with the Mulliken charge.
CARTESIAN COORDINATES (ANGSTROEM)
Sr -0.6284 1.8562 0.1170  2.31
O 4.0349 -0.3798 4.0840  -0.73
C 3.0985 0.5150 4.5045  0.63
C 3.1663 0.9182 5.8341  -0.69
C 2.2742 1.8565 6.3253  -0.53
C 1.3029 2.3959 5.4934  -0.83
C 1.2338 1.9809 4.1719  -0.52
C 2.1140 1.0375 3.6550  0.22
C 2.0365 0.6974 2.1652  -0.34
O 0.8636 1.0586 1.5968  -1.03
N 2.2842 -0.7639 1.9974  -0.07
N 2.5649 -1.0751 0.7046  -0.37
C 2.1840 -2.1977 0.2455  -0.54
C 2.4430 -2.5840 -1.1395  -0.03
Br 3.2176 -1.2444 -2.2363  -0.10
C 2.0925 -3.7391 -1.7106  -0.46
C 1.4780 -4.8945 -1.0284  0.30
C 0.4211 -5.5588 -1.6532  -0.30
C -0.1988 -6.6387 -1.0457  -0.67
C 0.2415 -7.0864 0.1921  -0.41
C 1.3130 -6.4557 0.8081  -0.65
C 1.9303 -5.3721 0.2016  -0.25
H 3.7354 -0.7301 3.2250  0.47
H 3.9374 0.4884 6.4605  0.44
H 2.3473 2.1722 7.3591  0.39
H 0.6043 3.1352 5.8642  0.47
H 0.4881 2.3926 3.5051  0.65
H 2.9065 1.1498 1.6617  0.24
H 1.4922 -1.2862 2.3786  0.17
H 1.6154 -2.9071 0.8508  0.48
H 2.2280 -3.8359 -2.7816  0.43
H 0.0858 -5.2203 -2.6276  0.47
H -1.0224 -7.1362 -1.5412  0.38
H -0.2381 -7.9320 0.6669  0.39
H 1.6786 -6.8147 1.7614  0.39
H 2.7868 -4.9072 0.6731  0.60
N -1.7894 0.7858 7.5322  -0.59
C -2.0562 1.2473 6.2506  0.86
C -1.7143 0.4741 5.1388  -0.61
C -1.9698 0.9290 3.8626  -0.13
C -2.5867 2.1601 3.6784  -0.13
C -2.9617 2.9253 4.7731  -0.58
C -2.7010 2.4697 6.0521  -0.70
S -2.7859 2.8497 2.0766  1.62
O -3.8904 3.7647 2.0867  -0.72
O -1.4787 3.4589 1.7361  -0.84
N -2.8995 1.6076 1.0905  -0.49
C -3.8229 1.6047 0.0762  -0.10
N -3.2863 1.4388 -1.1536  0.07
C -4.1239 1.4591 -2.1848  0.15
C -5.4840 1.6378 -2.0332  -0.85
C -5.9349 1.7562 -0.7249  -0.18
N -5.1317 1.7242 0.3252  -0.55
H -1.0223 0.1359 7.5989  0.24
H -1.7513 1.4956 8.2455  0.23
H -1.2109 -0.4745 5.2828  0.24
H -1.6683 0.3373 3.0094  0.33
H -3.4538 3.8758 4.6157  0.47
H -2.9886 3.0677 6.9087  0.30
H -3.6797 1.3233 -3.1668  0.27
H -6.1553 1.6689 -2.8780  0.39
H -6.9929 1.8692 -0.5104  0.41
C -0.8765 -1.8946 -2.4153  -0.68
C -0.3942 -0.8240 -1.6858  0.18
N -0.3894 0.4290 -2.1474  -0.28
C -0.8341 0.6391 -3.3809  -0.86
C -1.3021 -0.3709 -4.2123  1.10
C -1.3510 -1.6587 -3.6942  -0.49
C -1.7733 -0.0730 -5.5799  -1.02
C -1.1045 0.5485 -6.5502  -0.61
C 0.3052 0.9844 -6.5339  0.86
C 0.7633 1.8951 -7.4794  -0.66
C 2.0986 2.2513 -7.4191  -0.16
N 2.9307 1.7501 -6.5109  -0.57
C 2.3962 0.8770 -5.6616  -0.12
N 1.1361 0.4689 -5.6232  -0.28
H -0.8702 -2.8881 -1.9879  0.63
H 0.0051 -0.9724 -0.6865  0.12
H -0.8155 1.6627 -3.7394  0.44
H -1.7309 -2.4726 -4.3001  0.51
H -2.7868 -0.3945 -5.8022  0.45
H -1.6283 0.7398 -7.4803  0.33
H 0.1030 2.3088 -8.2292  0.38
H 2.5191 2.9619 -8.1222  0.41
H 3.0622 0.4501 -4.9195  0.35